(1)
A single C3H5N3S molecule at a distorted geometry, computed with the ωB97M-V functional and the def2-TZVPD basis.

- Energy above the lowest of the compared OMol25 structures with the same formula, charge and spin: 4.371 eV
- Energy: -18493.5273 eV
- LUMO: -0.17 eV
- HOMO energy: -8.500 eV

Geometry as ORCA input:
```
! wB97M-V def2-TZVPD RIJCOSX def2/J DEFGRID3
* xyz 0 1
C -0.6080 1.0938 -0.6064
C -2.2335 -0.0162 0.4586
C 0.3992 0.5995 0.1135
N -1.9191 0.8571 -0.5306
N -1.4022 -0.6777 1.1317
N 2.8929 -0.5040 -0.7877
S 1.9333 0.3078 0.5712
H -0.2892 1.9866 -1.0959
H -3.3148 -0.0703 0.7492
H -1.5920 -1.4085 1.8898
H 3.6176 -1.0975 -0.3225
H 2.5157 -1.0706 -1.5709
*
```

Table of natural (NBO) atomic charges, one value per atom, all in e: C -0.008; C 0.275; C -0.222; N -0.547; N -0.713; N -1.021; S 0.686; H 0.238; H 0.158; H 0.391; H 0.370; H 0.395


(2)
A single C3H5N3S2 molecule at a distorted geometry, computed with the ωB97M-V functional and the def2-TZVPD basis.

- Energy above the lowest of the compared OMol25 structures with the same formula, charge and spin: 0.037 eV
- Energy: -29332.6685 eV
- Structure (SMILES): SCc1nc(S)n[nH]1
- LUMO: 0.48 eV
- HOMO energy: -8.778 eV

Geometry as ORCA input:
```
! wB97M-V def2-TZVPD RIJCOSX def2/J DEFGRID3
* xyz 0 1
S 1.6676 -1.1128 2.4997
C 0.1336 -0.2089 2.0819
C -0.0508 -0.1027 0.6087
N -0.6750 0.8840 -0.0110
C -0.6213 0.5091 -1.3002
S -1.3033 1.4464 -2.6285
N -0.0046 -0.6401 -1.5480
N 0.3483 -1.0163 -0.2928
H 1.1679 -1.7296 3.5841
H 0.1192 0.8022 2.4978
H -0.7188 -0.7585 2.5441
H -1.7293 2.4513 -1.8114
H 0.8835 -1.8810 -0.1347
*
```

Table of natural (NBO) atomic charges, one value per atom, all in e: S -0.035; C -0.556; C 0.339; N -0.502; C 0.164; S 0.034; N -0.305; N -0.353; H 0.135; H 0.249; H 0.247; H 0.151; H 0.432


(3)
2 unconnected molecules or ions with the total composition C3H5N4 at a distorted geometry, computed with the ωB97M-V functional and the def2-TZVPD basis.

- Energy above the lowest of the compared OMol25 structures with the same formula, charge and spin: 4.784 eV
- Energy: -9140.2217 eV
- LUMO: -4.94 eV
- HOMO energy: -12.049 eV

Geometry as ORCA input:
```
! wB97M-V def2-TZVPD RIJCOSX def2/J DEFGRID3
* xyz 1 1
C 0.4505 -1.8804 1.6407
C 1.1071 -1.8557 2.7825
C 0.8530 1.7705 0.3543
N -0.6699 0.1322 -0.6485
N -0.2174 -1.6904 0.6013
N 1.5060 -2.0055 3.9107
N -0.0676 0.9752 -0.2481
H 0.3038 2.6829 0.8009
H 1.4223 2.1472 -0.4371
H 1.3392 1.0756 1.1100
H -0.5910 -2.4751 0.0334
H 1.7056 -2.9719 4.3391
*
```

Table of natural (NBO) atomic charges, one value per atom, all in e: C 0.197; C 0.220; C -0.499; N 0.360; N -0.616; N -0.487; N 0.115; H 0.310; H 0.287; H 0.300; H 0.402; H 0.412


(4)
A gas-phase ion, C3H5N4 (charge +1) at a distorted geometry, computed with the ωB97M-V functional and the def2-TZVPD basis.

- Energy above the lowest of the compared OMol25 structures with the same formula, charge and spin: 6.030 eV
- Energy: -9138.9761 eV
- LUMO (alpha / beta): -5.14 / -5.14 eV
- HOMO energy (alpha / beta): -12.736 / -12.737 eV

Geometry as ORCA input:
```
! wB97M-V def2-TZVPD RIJCOSX def2/J DEFGRID3
* xyz 1 1
C -0.2288 -2.3121 -1.8686
C 0.3651 1.5991 -0.0655
C -0.1333 -0.0195 1.7723
N 0.1105 -1.2425 -1.5056
N 0.7840 0.9373 -1.0702
N 0.7195 -0.0588 -1.7710
N -0.2446 1.0675 1.1289
H -0.5629 -3.3726 -2.1510
H 0.3693 2.6601 -0.1242
H -0.8616 -0.2130 2.5423
H 0.8277 -0.5806 1.6580
H -1.1449 1.5351 1.4546
*
```

Table of natural (NBO) atomic charges, one value per atom, all in e: C 0.258; C 0.006; C 0.048; N -0.139; N -0.105; N -0.097; N -0.407; H 0.315; H 0.224; H 0.231; H 0.231; H 0.436


(5)
A gas-phase ion, C3H5N4 (charge +1) at a distorted geometry, computed with the ωB97M-V functional and the def2-TZVPD basis.

- Energy above the lowest of the compared OMol25 structures with the same formula, charge and spin: 6.729 eV
- Energy: -9138.2768 eV
- LUMO: -4.50 eV
- HOMO energy: -14.108 eV

Geometry as ORCA input:
```
! wB97M-V def2-TZVPD RIJCOSX def2/J DEFGRID3
* xyz 1 1
C -0.4998 0.2269 1.1153
C -0.5004 -0.8722 -1.2689
C 0.5693 1.0827 1.9285
N 0.6531 -0.5010 -1.3145
N 1.4284 -0.2665 -0.3126
N 0.7107 0.2559 0.7530
N -1.7464 -0.9934 -1.5650
H 0.3216 2.0808 1.5706
H 1.1276 1.0158 2.8691
H 2.3903 0.1331 -0.4890
H -2.4181 -0.1659 -1.7127
H -2.0364 -1.9961 -1.5739
*
```

Table of natural (NBO) atomic charges, one value per atom, all in e: C 0.116; C 0.630; C -0.243; N -0.130; N -0.201; N -0.287; N -0.719; H 0.200; H 0.249; H 0.440; H 0.483; H 0.461


(6)
2 unconnected molecules or ions with the total composition C3H5N4 at a distorted geometry, computed with the ωB97M-V functional and the def2-TZVPD basis.

- Energy above the lowest of the compared OMol25 structures with the same formula, charge and spin: 5.260 eV
- Energy: -9139.7461 eV
- LUMO: -5.68 eV
- HOMO energy: -10.859 eV

Geometry as ORCA input:
```
! wB97M-V def2-TZVPD RIJCOSX def2/J DEFGRID3
* xyz 1 1
C 1.9365 1.6806 -0.1923
C 2.9893 1.4593 -0.8528
C -2.5204 -1.0401 0.7234
N -1.2951 0.7362 1.9380
N 0.9374 1.9769 0.4292
N 3.8205 0.9590 -1.5399
N -1.9196 -0.0493 1.4272
H -2.0443 -1.2683 -0.2497
H -3.4527 -0.5784 0.6784
H -2.5975 -1.8270 1.3996
H 0.7135 3.0318 0.7633
H 4.7209 1.4113 -1.9538
*
```

Table of natural (NBO) atomic charges, one value per atom, all in e: C 0.180; C 0.214; C -0.481; N 0.395; N -0.619; N -0.512; N 0.145; H 0.317; H 0.287; H 0.293; H 0.375; H 0.406


(7)
A single C3H5N5 molecule at a distorted geometry, computed with the ωB97M-V functional and the def2-TZVPD basis.

- Energy above the lowest of the compared OMol25 structures with the same formula, charge and spin: 3.606 eV
- Energy: -10639.2677 eV
- Structure (SMILES): N/N=C/n1nccn1
- LUMO: 0.52 eV
- HOMO energy: -8.883 eV

Geometry as ORCA input:
```
! wB97M-V def2-TZVPD RIJCOSX def2/J DEFGRID3
* xyz 0 1
N -2.5318 0.5245 1.7395
N -1.4670 -0.0875 1.1032
C -0.6616 0.6962 0.4799
N 0.3787 0.0632 -0.3127
N 0.3986 -1.3066 -0.4226
C 1.5159 -1.4633 -1.1689
C 2.0401 -0.2050 -1.5263
N 1.2918 0.7610 -0.9613
H -2.4193 1.6575 1.7436
H -2.5193 0.0949 2.8502
H -0.6893 1.7420 0.2467
H 1.8088 -2.4775 -1.4827
H 2.8545 0.0006 -2.2888
*
```

Table of natural (NBO) atomic charges, one value per atom, all in e: N -0.629; N -0.200; C 0.163; N -0.037; N -0.207; C -0.094; C -0.112; N -0.223; H 0.328; H 0.377; H 0.187; H 0.222; H 0.225


(8)
2 unconnected molecules or ions with the total composition C3H5N5 at a distorted geometry, computed with the ωB97M-V functional and the def2-TZVPD basis.

- Energy above the lowest of the compared OMol25 structures with the same formula, charge and spin: 1.939 eV
- Energy: -10640.9356 eV
- Structure (SMILES): c1nnn[nH]1.CC#N
- LUMO: 0.92 eV
- HOMO energy: -10.824 eV

Geometry as ORCA input:
```
! wB97M-V def2-TZVPD RIJCOSX def2/J DEFGRID3
* xyz 0 1
C -3.1436 0.7921 0.2876
N -3.2278 -0.5117 0.3520
N -2.0823 -0.9802 -0.1278
N -1.3105 -0.0412 -0.4800
N -1.9394 1.1075 -0.2377
H -3.8985 1.4827 0.5919
H -1.4940 1.9968 -0.4046
C 1.8187 -0.7314 0.0928
C 1.3603 0.6197 0.1997
N 1.0006 1.7035 0.2840
H 1.6153 -1.2626 1.0230
H 1.2815 -1.2194 -0.7202
H 2.8899 -0.7439 -0.1074
*
```

Table of natural (NBO) atomic charges, one value per atom, all in e: C 0.141; N -0.296; N -0.072; N -0.076; N -0.358; H 0.219; H 0.445; C -0.733; C 0.340; N -0.393; H 0.259; H 0.271; H 0.253


(9)
2 unconnected molecules or ions with the total composition C3H5N5 at a distorted geometry, computed with the ωB97M-V functional and the def2-TZVPD basis.

- Energy above the lowest of the compared OMol25 structures with the same formula, charge and spin: 6.389 eV
- Energy: -10636.4849 eV
- LUMO: -0.56 eV
- HOMO energy: -9.116 eV

Geometry as ORCA input:
```
! wB97M-V def2-TZVPD RIJCOSX def2/J DEFGRID3
* xyz 0 1
C -2.6961 -0.1711 0.0672
C -0.4837 1.2383 0.0613
C 1.4727 0.0293 0.0296
H -3.1820 0.5799 -0.8348
H -2.8914 -1.3498 -0.2672
H -3.0982 -0.0413 1.4922
H -1.3024 2.0983 0.1670
H 2.9943 -1.1105 -0.1249
N -1.2724 0.0260 -0.1620
N 0.8131 1.2501 -0.1042
N 2.7398 -0.0321 0.1039
N 0.7911 -1.0921 -0.0198
N -0.5398 -1.1170 -0.0151
*
```

Table of natural (NBO) atomic charges, one value per atom, all in e: C -0.453; C 0.299; C 0.410; H 0.242; H 0.270; H 0.218; H 0.206; H 0.348; N -0.310; N -0.433; N -0.590; N -0.244; N 0.038


(10)
A molecular structure, C3H5N5O2 at a distorted geometry, computed with the ωB97M-V functional and the def2-TZVPD basis.

- Energy above the lowest of the compared OMol25 structures with the same formula, charge and spin: 4.881 eV
- Energy: -14731.6945 eV
- LUMO: -0.13 eV
- HOMO energy: -10.161 eV

Geometry as ORCA input:
```
! wB97M-V def2-TZVPD RIJCOSX def2/J DEFGRID3
* xyz 0 1
N 0.1160 1.8876 -0.3009
C -0.1880 0.5262 -0.6735
C 1.0833 -0.2320 -0.9372
N 1.5576 -0.9829 -1.7923
C -1.0577 -0.2263 0.3044
N -1.6109 0.2769 1.3644
O -2.3617 -0.7153 1.8580
N -2.1849 -1.8317 1.1083
N -1.3966 -1.5547 0.1756
H -0.7306 2.4432 -0.2346
H 0.5982 1.9408 0.5932
H -0.7163 0.5252 -1.6375
O 2.3626 -0.4416 0.2017
H 1.9278 -0.3338 1.0547
H 2.6012 -1.2817 -1.0841
*
```

Table of natural (NBO) atomic charges, one value per atom, all in e: N -0.792; C -0.180; C 0.516; N -0.574; C 0.235; N -0.096; O -0.127; N 0.151; N -0.217; H 0.377; H 0.372; H 0.268; O -0.853; H 0.466; H 0.453


(11)
2 unconnected molecules or ions with the total composition C3H5N7 at a distorted geometry, computed with the ωB97M-V functional and the def2-TZVPD basis.

- Energy above the lowest of the compared OMol25 structures with the same formula, charge and spin: 0.508 eV
- Energy: -13618.8309 eV
- Structure (SMILES): c1cn(-c2nnn[nH]2)nn1.[H][H]
- LUMO: -0.09 eV
- HOMO energy: -10.263 eV

Geometry as ORCA input:
```
! wB97M-V def2-TZVPD RIJCOSX def2/J DEFGRID3
* xyz 0 1
C 2.5589 -0.3922 0.6714
C 1.4069 -0.0485 1.2688
N 0.4193 -0.4185 0.3451
C -0.9056 -0.2056 0.2934
N -1.7831 0.4882 1.0777
N -2.9394 0.5141 0.5014
N -2.8890 -0.0614 -0.6061
N -1.6349 -0.5129 -0.7580
N 1.0259 -0.8925 -0.7911
N 2.2806 -0.8919 -0.5740
H 3.5448 -0.4248 0.9641
H 1.2907 0.4253 2.2075
H -1.3265 -1.1143 -1.5094
H -0.3968 1.8791 -1.8792
H -0.6517 1.6558 -1.2114
*
```

Table of natural (NBO) atomic charges, one value per atom, all in e: C -0.118; C -0.037; N -0.224; C 0.457; N -0.316; N -0.032; N -0.064; N -0.348; N -0.044; N -0.189; H 0.227; H 0.251; H 0.442; H 0.026; H -0.030


(12)
2 unconnected molecules or ions with the total composition C3H5N7 at a distorted geometry, computed with the ωB97M-V functional and the def2-TZVPD basis.

- Energy above the lowest of the compared OMol25 structures with the same formula, charge and spin: 2.964 eV
- Energy: -13616.3753 eV
- LUMO: -0.04 eV
- HOMO energy: -8.573 eV

Geometry as ORCA input:
```
! wB97M-V def2-TZVPD RIJCOSX def2/J DEFGRID3
* xyz 0 1
C 2.6681 -0.1209 -0.4364
C 1.5502 0.7127 -0.3277
C -0.7748 0.0460 0.3080
N 2.2996 -1.3573 -0.2579
N 1.0740 -1.3958 -0.0201
N -2.8776 -0.6972 0.0339
N -2.8528 0.3283 -0.6387
N 0.5444 -0.1325 -0.0343
N -1.7071 -0.9766 0.5746
N -1.5771 0.8578 -0.5369
H 3.5849 -0.1010 -0.7814
H 1.5065 1.7449 -0.3692
H -0.3050 0.8415 1.8380
H -1.6402 -1.6022 1.3463
H -1.4929 1.8524 -0.6981
*
```

Table of natural (NBO) atomic charges, one value per atom, all in e: C -0.109; C -0.055; C 0.445; N -0.207; N -0.062; N 0.000; N -0.017; N -0.248; N -0.417; N -0.478; H 0.212; H 0.225; H -0.138; H 0.430; H 0.420